Density functional theory data (ωB97M-V/def2-TZVPD) for a molecular structure, C5H11NO in a non-equilibrium geometry.

The value obtained for the largest force on an atom is 4.9 eV Å⁻¹. As for the spin multiplicity: 1.

The geometry in XYZ format:
```
18
Properties=species:S:1:pos:R:3:forces:R:3
C 0.4684 -0.2946 0.1063 0.1 -1.0 2.4
C 1.6453 0.3501 0.7724 0.4 -0.5 0.8
C 0.7927 -1.0009 -1.1733 -0.5 -0.1 -0.1
N -1.2267 1.0302 -0.5708 -1.5 -0.5 0.1
C -0.8437 0.0854 0.6485 0.9 2.7 -4.0
C -1.1669 -1.3066 0.7866 0.1 -0.3 0.1
O -1.3828 2.4286 -0.2525 -0.2 -0.4 0.2
H -0.8298 2.8750 -0.9124 -0.1 -0.4 0.3
H -2.1153 0.7084 -0.9762 0.0 0.4 0.3
H -0.8482 0.6840 1.5577 0.2 -0.2 -0.1
H 1.3648 1.2214 1.3690 -0.1 -0.2 0.0
H 2.3914 0.6987 0.0549 -0.1 -0.3 -0.1
H 2.1206 -0.3763 1.4419 0.3 0.2 -0.1
H 1.5637 -1.7605 -0.9964 -0.1 0.1 0.0
H -0.0734 -1.4863 -1.6204 0.1 0.0 0.0
H 1.1951 -0.2933 -1.9039 0.0 0.1 0.1
H -1.6188 -1.6255 1.7163 0.3 -0.1 0.3
H -1.4364 -1.9379 -0.0477 0.2 0.2 -0.2
```
Forces are in eV/Å.



Density functional theory data (ωB97M-V/def2-TZVPD) for a molecular structure, C5H11NO in a non-equilibrium geometry.

The value obtained for the largest force on an atom is 3.3 eV Å⁻¹. As for the spin multiplicity: 1.

The geometry in XYZ format:
```
18
Properties=species:S:1:pos:R:3:forces:R:3
C -1.0406 0.2200 2.2058 0.0 0.0 0.5
N -1.1698 0.6907 0.8337 -0.2 -0.3 0.1
C -0.7694 -0.4401 0.0104 0.8 -1.0 1.3
O -1.1829 -1.5798 0.1154 -0.6 0.2 0.1
C 0.2872 -0.0529 -0.9012 -1.2 0.3 -0.5
C 1.3043 1.0107 -0.4405 -0.6 0.3 -0.2
C 0.8682 -1.1131 -1.8028 -0.2 -0.1 -0.1
H -1.6654 -0.6590 2.3939 0.1 0.1 0.2
H -1.2846 1.0286 2.8935 0.0 -0.1 0.0
H 0.0042 -0.0744 2.3641 -0.2 0.1 0.1
H -2.1220 1.0058 0.6647 0.1 -0.3 -0.1
H -0.9635 0.2429 -1.3018 3.0 0.9 -1.1
H 2.3468 0.7635 -0.7186 -0.7 -0.2 -0.1
H 1.2709 1.1692 0.6438 -0.1 -0.1 -0.3
H 1.0564 1.9573 -0.9054 0.2 0.3 0.0
H 1.4796 -0.6663 -2.5978 -0.3 -0.1 0.1
H 1.5233 -1.7944 -1.2421 -0.2 0.2 0.1
H 0.0572 -1.7089 -2.2149 0.2 -0.1 -0.2
```
Forces are in eV/Å.



Ordered ΔE to the lowest compared entry with this formula, charge and spin results: 142.4 62.8; unit kcal/mol.
Ordered E_tot results: -8895.52056 -8898.97587; unit eV.
Ordered LUMO energy results: 0.9027 0.8720; unit eV.